ORCA calculation (ωB97M-V/def2-TZVPD) on 2 unconnected molecules or ions with the total composition C3H4ClF at a distorted geometry.

molecular weight	94.516	u
HOMO energy (alpha / beta)	-8.9 / -8.9	eV
energy relative to the best compared isomer or geometry (same formula, charge and spin)	107.90	kcal per mole
orbital gap (alpha / beta)	7.91 / 7.92	eV
strongest force on any atom	2.94	eV/A
spin multiplicity	1

XYZ file:
```
9
Properties=species:S:1:pos:R:3:forces:R:3:mulliken_charge:R:1
C -0.687382 0.320161 0.537043 0.9860 -0.1345 1.5626 -0.742
C -0.233925 -0.317040 1.589019 -1.2371 -1.4977 2.2073 0.082
C 0.734568 -0.016759 -1.875671 1.2527 0.7412 1.6497 -0.177
F -0.615253 -1.665111 1.946889 0.5849 2.1284 -1.2783 -0.277
Cl 2.122901 0.872421 -2.277682 -0.8184 -0.5493 -0.3260 -0.055
H -1.278909 -0.210275 -0.120075 -1.1244 -0.7240 -1.5264 0.344
H -0.414354 1.346327 0.385809 -0.0274 0.1807 -0.0647 0.287
H 0.175268 0.095926 2.504244 0.5694 0.0882 -0.4623 0.303
H 0.197087 -0.425650 -2.689576 -0.1857 -0.2330 -1.7618 0.235
```
Positions in Å, forces in eV/Å.

ORCA calculation (ωB97M-V/def2-TZVPD) on a molecular structure, C48H39N9O5S2Sn.

molecular weight	1004.743	u
HOMO energy	-1.9	eV
net charge	-2
energy relative to the best compared isomer or geometry (same formula, charge and spin)	8.81	kcal per mole
orbital gap	5.65	eV
strongest force on any atom	0.60	eV/A
spin multiplicity	1

XYZ file:
```
104
Properties=species:S:1:pos:R:3:forces:R:3:mulliken_charge:R:1
Sn -0.177147 0.202012 -0.809785 -0.0509 0.0316 -0.2745 0.987
O 3.184409 1.912914 -2.716418 0.0945 0.0090 -0.2377 -0.793
C 3.919403 0.816393 -2.922187 0.0819 0.1079 0.0530 0.400
C 4.661344 0.739847 -4.106460 0.0228 0.0398 -0.0436 -0.673
C 5.480687 -0.342953 -4.353306 0.0057 0.0229 0.0508 -0.311
C 5.579840 -1.378373 -3.426081 0.0316 -0.0168 0.0074 -0.830
C 4.827581 -1.319059 -2.265655 0.0189 0.0372 -0.0550 -0.408
C 3.990549 -0.237798 -1.994010 -0.0845 -0.0842 -0.0160 0.235
C 3.136474 -0.199039 -0.771229 0.0571 0.1795 0.3708 0.554
O 2.483715 0.854115 -0.526527 -0.0848 -0.1297 -0.1475 -0.476
N 3.180521 -1.296165 -0.007524 0.2616 -0.3045 -0.1740 -0.835
N 2.319835 -1.244718 1.018452 -0.0677 0.3310 0.2449 1.011
C 2.436676 -2.152477 1.912849 -0.0119 -0.1329 0.0811 -1.300
C 1.546383 -2.184997 3.075878 -0.0203 0.1206 0.0386 0.971
C 1.634065 -3.237009 3.997233 0.0277 -0.0882 -0.0311 -0.934
C 0.816484 -3.240435 5.111091 -0.0231 0.0044 -0.0184 -0.228
C -0.078107 -2.197432 5.294900 -0.0775 0.0480 0.0403 -0.889
C -0.105969 -1.198903 4.330017 0.0852 -0.0651 -0.0758 -0.312
N 0.675506 -1.181894 3.260243 0.0325 0.0592 -0.0135 0.224
H 2.685588 1.765809 -1.866623 -0.0007 -0.0269 0.1034 0.230
H 4.559610 1.548068 -4.820061 -0.0008 0.0073 0.0125 0.449
H 6.051371 -0.382635 -5.274792 -0.0162 -0.0012 -0.0109 0.370
H 6.229107 -2.224458 -3.617050 -0.0165 -0.0102 0.0042 0.387
H 4.864021 -2.113948 -1.533808 -0.0252 -0.0171 0.0039 0.461
H 3.207281 -2.927804 1.844206 -0.0280 -0.0084 -0.0758 0.131
H 2.338064 -4.042525 3.823575 0.0078 0.0212 -0.0128 0.432
H 0.867804 -4.051296 5.828824 0.0351 -0.0019 0.0020 0.410
H -0.734974 -2.155852 6.153332 -0.0289 -0.0190 -0.0258 0.411
H -0.789303 -0.358145 4.415930 -0.0235 -0.0239 0.0574 0.546
C -2.294073 -5.633275 5.799845 0.0172 -0.0454 0.0254 -0.915
O -3.036883 -4.447471 5.646990 -0.0143 0.0079 -0.0234 -0.437
C -3.895952 -4.393184 4.576920 -0.0235 0.0152 -0.0034 0.834
C -4.327139 -3.124307 4.197902 0.0365 0.0150 0.0167 -0.528
C -5.161681 -2.965606 3.114109 -0.1070 -0.0247 -0.1430 -0.179
C -5.625939 -4.075213 2.388691 0.4087 0.0524 -0.0539 -0.038
C -5.228197 -5.335347 2.813034 0.0494 -0.0100 -0.1658 -0.560
C -4.353500 -5.501867 3.883838 0.0424 -0.0380 0.0149 -0.241
N -6.634713 -3.958642 1.399119 -0.2446 0.4265 -0.0633 -0.748
N -6.671440 -3.005599 0.563579 -0.0728 -0.5951 -0.0622 -0.432
C -5.590414 -2.243584 0.161330 0.1966 0.3031 0.1009 -0.113
C -5.910077 -0.919498 -0.181078 0.0091 -0.1941 0.1505 -0.094
C -4.967963 0.043137 -0.443715 0.1327 0.0925 -0.0205 -1.165
C -3.574522 -0.259300 -0.452867 -0.1611 0.0642 0.1926 0.563
O -2.689022 0.616357 -0.559234 0.1948 -0.0126 -0.1913 -0.424
C -3.241453 -1.691831 -0.342863 -0.0638 0.0239 -0.0265 0.134
N -1.965745 -2.008631 -0.611545 0.0040 -0.0342 0.0019 0.126
C -1.588354 -3.263877 -0.606950 0.0467 0.0978 -0.0135 -0.369
C -2.490807 -4.306585 -0.372451 -0.0803 -0.0580 0.0099 -1.016
C -3.800127 -4.004126 -0.098687 0.0632 0.0345 0.0900 -0.489
C -4.221778 -2.659709 -0.027994 -0.1516 -0.1146 0.0188 0.609
H -1.531020 -5.425780 6.547632 -0.0077 0.0017 0.0061 0.226
H -1.809207 -5.923167 4.863099 0.0021 0.0200 -0.0047 0.394
H -2.916374 -6.464323 6.150445 -0.0109 0.0104 -0.0076 0.345
H -3.975643 -2.269267 4.761655 0.0262 0.0101 -0.0423 0.394
H -5.470276 -1.974043 2.811249 0.0185 0.0347 0.0045 0.341
H -5.588426 -6.203531 2.273081 -0.0394 0.0092 0.0271 0.391
H -4.041295 -6.499380 4.162646 -0.0050 0.0010 -0.0085 0.335
H -6.960773 -0.652307 -0.137966 -0.0166 -0.0205 -0.0452 0.351
H -5.249506 1.071548 -0.630764 -0.0199 -0.0093 -0.0047 0.383
H -0.542029 -3.452459 -0.828423 -0.0009 -0.0333 0.0216 0.524
H -2.162425 -5.336913 -0.429232 0.0076 0.0080 -0.0132 0.391
H -4.514746 -4.802551 0.020702 -0.1472 -0.0622 0.1481 0.526
S 0.091076 -0.690620 -3.260606 -0.0746 0.1041 0.1659 -0.539
C 0.095356 0.733025 -4.293127 0.0140 -0.0164 -0.0112 0.409
C 0.184853 0.535303 -5.677193 0.0192 0.0076 0.0308 -0.741
C 0.213983 1.590755 -6.571978 0.0103 -0.0006 -0.0030 -0.508
C 0.163270 2.893761 -6.089642 0.0006 0.0075 -0.0022 -0.573
C 0.064035 3.108072 -4.726124 -0.0255 -0.0264 0.0615 -0.765
C 0.011086 2.052409 -3.807039 -0.0428 -0.0052 -0.0565 0.644
S -0.175555 2.466155 -2.109362 -0.0098 -0.1572 0.2219 -0.603
H 0.233650 -0.485629 -6.037095 0.0084 0.0049 -0.0146 0.375
H 0.278893 1.397932 -7.637262 0.0167 -0.0058 0.0027 0.326
H 0.198499 3.737368 -6.770334 0.0016 0.0018 0.0036 0.317
H 0.024799 4.117142 -4.332647 -0.0164 0.0116 -0.0337 0.367
C 6.289332 2.829523 -0.587214 -0.1229 -0.0306 0.0002 -1.668
C 5.415108 2.477728 0.587173 0.0271 -0.0062 -0.0508 0.753
C 5.419228 1.208372 1.149645 -0.0153 0.0144 0.0315 -0.543
C 4.622061 0.904625 2.240942 -0.0040 -0.0578 -0.0480 -0.505
C 3.798568 1.868625 2.807243 0.0482 0.1018 0.1037 0.927
N 3.109193 1.507644 3.996948 -0.0572 0.0315 -0.2104 0.158
C 2.380156 2.283415 4.857614 0.0566 -0.0959 0.1164 0.172
O 2.446081 2.130585 6.070409 0.0011 -0.0030 -0.0347 -0.749
N 1.571240 3.264821 4.322898 -0.0568 0.1169 -0.1492 0.014
C 0.702473 3.195113 3.205115 -0.0761 -0.0110 -0.0416 0.341
C -0.040743 4.333159 2.913117 0.0941 0.0120 0.0086 -0.547
C -0.954402 4.305375 1.878141 -0.0544 0.0490 0.0249 -0.964
C -1.114421 3.125921 1.169262 -0.0523 -0.1197 -0.0520 -0.492
N -0.405058 2.036882 1.442905 0.0576 0.2563 0.0750 0.287
C 0.497910 2.060176 2.419904 0.0237 -0.0297 0.0060 -0.372
C 3.766845 3.139576 2.238241 -0.0390 -0.0610 0.0303 -0.454
C 4.562209 3.423708 1.141226 0.0269 -0.0317 0.0069 -0.853
H 6.811895 1.951356 -0.965280 0.0050 -0.0107 -0.0101 0.335
H 7.030310 3.583271 -0.307281 0.0221 -0.0137 -0.0259 0.441
H 5.686935 3.235087 -1.401531 -0.0013 -0.0211 -0.0403 0.291
H 6.040620 0.432673 0.718206 -0.0234 -0.0255 -0.0180 0.163
H 4.621872 -0.101578 2.644436 -0.0135 -0.0062 -0.0134 0.198
H 3.489038 0.699784 4.463974 0.0031 0.0119 0.0338 0.261
H 1.249397 3.896282 5.039114 -0.0036 -0.1278 0.1079 0.278
H 0.106735 5.233707 3.501211 -0.0008 0.0045 -0.0101 0.410
H -1.537100 5.182814 1.630334 -0.0061 -0.0107 -0.0190 0.401
H -1.828224 3.029052 0.357743 0.0106 0.0324 -0.0036 0.388
H 1.040961 1.134158 2.575831 0.0067 -0.0105 -0.0110 0.512
H 3.131228 3.909678 2.641546 -0.0248 0.0474 0.0337 0.423
H 4.514689 4.414778 0.703529 -0.0235 0.0028 0.0002 0.344
```
Positions in Å, forces in eV/Å.